{"formula": "C23H29MoN7O3PS2", "method": "the ωB97M-V functional and the def2-TZVPD basis", "fmax_ev_per_a": 1.36, "total_charge": 2, "e_tot_ha": -2708.40500, "s2": 0.763, "e_homo_ev": [-13.3288, -13.3700], "spin_multiplicity": 2, "elements": ["Mo", "N", "C", "N", "C", "N", "N", "C", "C", "C", "C", "C", "C", "N", "C", "C", "C", "C", "C", "C", "H", "H", "H", "H", "H", "H", "H", "H", "H", "H", "H", "C", "C", "O", "P", "S", "S", "O", "C", "C", "H", "H", "H", "H", "H", "H", "H", "H", "H", "H", "N", "C", "N", "C", "C", "O", "C", "C", "H", "H", "H", "H", "H", "H", "H", "H"], "positions_angstrom": [[-0.655674, -0.071020, 0.256709], [-1.970700, -3.491650, -2.171887], [-1.759328, -2.254895, -1.779970], [-1.524982, -1.912468, -0.530048], [-1.534527, -2.922579, 0.468388], [-1.487373, -2.595769, 1.711326], [-1.490934, -1.193174, 1.754998], [-2.299516, -0.636403, 2.581976], [-2.704092, 0.736091, 2.237548], [-3.511371, 1.514809, 3.042733], [-3.977674, 2.722532, 2.543537], [-3.629635, 3.110141, 1.259833], [-2.799590, 2.289937, 0.517232], [-2.338301, 1.124232, 0.985912], [-1.624788, -4.314863, 0.045476], [-1.500451, -5.376530, 0.944043], [-1.621395, -6.672489, 0.491479], [-1.875883, -6.923900, -0.858907], [-2.001980, -5.886143, -1.760771], [-1.868849, -4.587055, -1.292071], [-2.170082, -3.657934, -3.146748], [-1.772387, -1.477627, -2.532610], [-2.778972, -1.212243, 3.366713], [-3.781899, 1.172851, 4.033029], [-4.619494, 3.349257, 3.149119], [-3.993095, 4.034277, 0.833266], [-2.483324, 2.557572, -0.482151], [-1.310196, -5.163498, 1.986912], [-1.523064, -7.497574, 1.183000], [-1.973663, -7.943416, -1.206431], [-2.197017, -6.080547, -2.808131], [4.803238, 1.026712, -2.735211], [3.430875, 1.067747, -2.122862], [2.657468, -0.042189, -2.678048], [1.324198, -0.544040, -2.020379], [1.484545, -1.241000, -0.157741], [-0.111531, 0.875506, -1.982309], [0.921839, -1.752703, -2.945832], [1.263061, -1.881749, -4.369311], [0.280842, -1.138184, -5.239382], [5.399140, 1.852081, -2.343212], [4.751029, 1.130955, -3.818490], [5.309565, 0.093447, -2.492047], [2.893639, 1.984557, -2.366359], [3.462887, 0.943320, -1.038996], [1.237123, -2.954825, -4.538695], [2.282848, -1.533274, -4.507006], [-0.713404, -1.588417, -5.209475], [0.621152, -1.167156, -6.275197], [0.198962, -0.090969, -4.947595], [0.458137, 1.379201, 1.271754], [0.811788, 2.362418, 1.782312], [1.201286, 3.438370, 2.369349], [2.017954, 4.469291, 1.673726], [3.158694, 4.865483, 2.589500], [2.660511, 5.267244, 3.849989], [2.027954, 4.196507, 4.521124], [0.791632, 3.759562, 3.761418], [1.368442, 5.322856, 1.476901], [2.374109, 4.057272, 0.731452], [3.691779, 5.713353, 2.164709], [3.860146, 4.030998, 2.706944], [1.742802, 4.551603, 5.509348], [2.722305, 3.355771, 4.635089], [0.064686, 4.571929, 3.716856], [0.330535, 2.878401, 4.204168]], "forces_ev_per_angstrom": [[0.6, 0.2, -1.2], [0.0, -0.2, 0.0], [0.1, 0.1, 0.2], [0.0, -0.3, 0.1], [0.0, -0.2, -0.4], [0.1, 0.5, 0.0], [-0.3, -0.5, 0.5], [-0.2, 0.3, 0.0], [0.1, -0.3, 0.1], [-0.1, 0.0, 0.1], [-0.1, 0.1, 0.1], [0.0, 0.0, 0.0], [0.1, -0.2, 0.0], [0.0, 0.1, 0.2], [0.0, 0.2, 0.2], [0.0, 0.0, 0.0], [0.0, 0.0, 0.0], [0.0, 0.0, 0.0], [0.0, 0.0, 0.0], [0.0, 0.1, -0.3], [0.0, -0.1, 0.0], [0.0, 0.0, 0.0], [0.0, 0.0, 0.0], [0.0, 0.0, 0.0], [0.0, 0.0, 0.0], [0.0, 0.0, 0.0], [0.0, 0.0, 0.0], [0.0, 0.0, 0.0], [0.0, 0.0, 0.0], [0.0, 0.0, 0.0], [0.0, 0.0, 0.0], [0.1, 0.0, 0.0], [-0.1, -0.1, 0.0], [0.1, 0.1, 0.0], [0.2, -0.2, -0.1], [-0.1, 0.1, 0.1], [-0.4, 0.0, 0.4], [0.0, -0.1, -0.1], [0.0, 0.0, 0.1], [0.0, 0.0, -0.1], [0.0, 0.0, 0.0], [0.0, 0.0, 0.0], [0.0, 0.0, 0.0], [0.0, 0.0, 0.0], [0.0, 0.0, 0.0], [0.0, 0.0, -0.1], [0.0, 0.0, 0.0], [0.0, 0.0, 0.0], [0.0, 0.0, 0.0], [0.0, 0.0, 0.0], [-0.2, 0.0, 0.2], [0.1, 0.1, 0.2], [0.1, 0.0, -0.1], [-0.1, -0.2, 0.1], [0.0, 0.0, 0.1], [0.0, -0.1, 0.0], [0.1, 0.1, 0.0], [0.0, 0.0, -0.2], [0.0, 0.0, 0.0], [0.0, 0.0, 0.0], [0.0, 0.0, 0.0], [0.0, 0.0, 0.0], [0.0, 0.0, 0.0], [0.0, 0.0, 0.0], [0.0, 0.0, 0.0], [0.0, 0.0, 0.0]]}

{"formula": "C23H29N3O", "method": "the ωB97M-V functional and the def2-TZVPD basis", "fmax_ev_per_a": 1.34, "smiles": "CCCCCc1ccc(-c2cn(CCCOCc3ccccc3)nn2)cc1", "de_lowest_kcal_mol": 52.55, "e_tot_ha": -1133.31678, "e_homo_ev": -8.0797, "spin_multiplicity": 1, "elements": ["C", "C", "C", "C", "H", "H", "C", "C", "C", "C", "C", "C", "C", "H", "H", "C", "C", "N", "N", "N", "C", "C", "C", "O", "C", "C", "C", "C", "C", "C", "C", "H", "H", "H", "H", "H", "H", "H", "H", "H", "H", "H", "H", "H", "H", "H", "H", "H", "H", "H", "H", "H", "H", "H", "H", "H"], "positions_angstrom": [[-4.348619, -2.171654, -1.035683], [-4.907218, -0.889032, -1.640956], [-4.210017, 0.375051, -1.136090], [-4.502716, 0.680499, 0.331108], [-5.584532, 0.694465, 0.486047], [-4.083436, -0.102307, 0.965400], [-3.922312, 2.033529, 0.765805], [-2.423358, 2.042481, 0.678039], [-1.767313, 2.653868, -0.383681], [-0.390801, 2.618125, -0.481893], [0.367303, 1.960220, 0.483737], [-0.284390, 1.358524, 1.557731], [-1.660688, 1.403957, 1.649371], [-2.154219, 0.935530, 2.489671], [0.288224, 0.855205, 2.322532], [1.809652, 1.889616, 0.346216], [2.725193, 1.084725, 1.003615], [3.914261, 1.398605, 0.451808], [3.748045, 2.333805, -0.478147], [2.507583, 2.631414, -0.550354], [5.180270, 0.766779, 0.696242], [5.758023, 0.136078, -0.580878], [4.666336, -0.502512, -1.443572], [3.776519, -1.221021, -0.621384], [2.530918, -1.496191, -1.223472], [1.506346, -1.801119, -0.163660], [0.186825, -1.402063, -0.326579], [-0.753224, -1.680431, 0.649300], [-0.381074, -2.350416, 1.801688], [0.934897, -2.745527, 1.972774], [1.873410, -2.476814, 0.992429], [2.902332, -2.777795, 1.117436], [1.231084, -3.266497, 2.872049], [-1.113792, -2.561192, 2.566814], [-1.774776, -1.360952, 0.514238], [-0.104926, -0.863962, -1.217201], [2.626767, -2.351903, -1.914873], [2.196839, -0.629001, -1.813567], [4.121884, 0.290116, -1.978410], [5.119951, -1.163950, -2.197541], [6.253734, 0.897761, -1.181971], [6.491773, -0.613500, -0.285516], [5.011518, -0.008029, 1.445784], [5.885599, 1.505018, 1.090132], [2.619023, 0.334472, 1.756963], [0.120401, 3.092629, -1.305432], [-2.344151, 3.162893, -1.143096], [-4.228134, 2.230659, 1.796390], [-4.335717, 2.820841, 0.132128], [-4.546665, 1.221104, -1.740816], [-3.131309, 0.277424, -1.278599], [-4.795627, -0.937696, -2.726887], [-5.975949, -0.821074, -1.423015], [-4.850058, -3.038327, -1.461019], [-3.283889, -2.259068, -1.242350], [-4.495820, -2.193335, 0.041168]], "forces_ev_per_angstrom": [[-0.2, 0.1, -0.1], [0.2, 0.0, 0.0], [-0.3, -0.2, 0.1], [0.1, 0.2, -0.2], [0.0, -0.1, 0.0], [0.0, -0.1, 0.1], [-0.1, -0.3, 0.1], [0.0, 0.1, 0.0], [-0.1, 0.0, 0.1], [0.2, -0.1, 0.1], [-0.4, 0.1, 0.1], [0.1, 0.2, -0.1], [0.0, 0.1, 0.0], [-0.1, -0.1, 0.1], [0.1, -0.1, 0.1], [0.8, -0.5, 0.5], [-0.4, 0.5, -0.3], [-1.0, 0.2, 0.4], [1.3, 0.1, -0.4], [-0.7, 0.3, -0.1], [0.7, -0.2, -0.2], [-0.5, -0.2, 0.0], [0.2, 0.2, -0.3], [0.1, -0.2, 0.2], [-0.1, -0.1, -0.3], [0.1, 0.1, -0.1], [0.1, -0.1, -0.1], [-0.1, -0.1, 0.0], [-0.1, 0.0, 0.0], [0.1, 0.0, 0.1], [0.1, 0.0, 0.0], [0.1, 0.0, 0.0], [0.0, 0.0, 0.1], [-0.1, 0.0, 0.1], [-0.1, 0.1, 0.0], [0.0, 0.1, -0.1], [0.0, 0.2, 0.1], [0.0, -0.1, 0.1], [0.1, -0.1, 0.1], [0.0, 0.1, 0.1], [0.1, 0.0, 0.0], [0.1, 0.0, 0.0], [0.0, 0.2, -0.1], [-0.1, -0.1, 0.1], [0.0, -0.2, 0.1], [0.0, 0.0, -0.1], [-0.1, 0.1, -0.1], [0.0, 0.1, 0.0], [0.0, 0.0, 0.0], [0.1, 0.1, 0.0], [0.1, 0.0, -0.1], [-0.1, 0.0, 0.0], [-0.1, 0.0, -0.1], [0.0, -0.1, 0.0], [0.1, -0.1, 0.0], [0.0, -0.1, 0.1]]}

{"formula": "C23H29N3O3", "method": "the ωB97M-V functional and the def2-TZVPD basis", "fmax_ev_per_a": 19.37, "smiles": "CCN(CC)c1ccc(N[C@H]2CC(=O)N(CCc3ccc(OC)cc3)C2=O)cc1", "de_lowest_kcal_mol": 470.44, "e_tot_ha": -1283.18627, "e_homo_ev": -6.9816, "spin_multiplicity": 1, "elements": ["C", "H", "H", "H", "C", "N", "C", "C", "C", "C", "C", "C", "H", "H", "N", "H", "C", "C", "O", "N", "C", "O", "C", "H", "H", "C", "H", "H", "C", "C", "C", "C", "C", "C", "C", "H", "H", "O", "C", "H", "H", "H", "H", "H", "H", "H", "H", "H", "H", "C", "C", "H", "H", "H", "H", "H", "H", "H"], "positions_angstrom": [[2.266512, 4.550772, -2.612284], [1.352988, 4.203636, -1.899866], [1.663440, 4.881020, -3.522133], [2.682954, 5.476368, -2.094062], [3.203430, 3.710522, -2.798047], [2.780142, 2.340104, -3.431079], [2.378099, 1.342689, -2.581936], [1.632593, 0.169820, -3.120434], [1.175583, -0.820404, -2.313175], [1.138948, -0.672188, -0.820950], [1.503267, 0.436441, -0.555735], [1.974278, 1.584043, -1.362489], [2.342662, 2.634512, -0.637026], [1.479342, 0.647536, 0.639819], [0.642113, -1.579104, 0.017536], [0.668011, -1.319256, 0.906967], [-0.146151, -2.629620, -0.231191], [-1.520662, -2.030304, -0.534966], [-2.097595, -1.289354, -1.362689], [-2.355361, -2.560478, 0.435011], [-1.892135, -3.325697, 1.262529], [-2.257150, -4.021101, 2.106991], [-0.473041, -3.796213, 0.683635], [-0.291184, -4.839545, 0.330302], [0.014318, -3.532324, 1.431252], [-3.802247, -1.961408, 0.797059], [-4.237494, -1.815335, -0.058352], [-4.334226, -2.667930, 1.408530], [-3.493008, -0.499664, 1.256725], [-2.556983, -0.484624, 2.453548], [-1.445169, 0.045408, 2.118297], [-0.450554, 0.143724, 3.150628], [-0.676250, -0.612668, 4.396925], [-1.872264, -0.976882, 4.688925], [-2.837975, -0.965588, 3.648674], [-3.955752, -1.599072, 3.731212], [-2.324541, -1.440627, 5.579063], [0.561304, -0.765299, 5.288686], [0.154128, -1.202375, 6.506801], [1.160834, -1.173693, 6.913572], [0.013191, -2.325689, 6.569885], [-0.419901, -0.789504, 6.967792], [0.689998, 0.494066, 2.961000], [-1.010410, 0.637683, 1.282033], [-4.649491, -0.110514, 1.524488], [-3.366758, 0.154183, 0.642306], [0.129281, -3.140496, -1.160905], [0.966326, -1.820658, -2.497650], [1.646233, -0.130600, -4.179309], [2.429059, 2.254393, -4.999380], [0.809020, 2.450765, -5.182872], [0.645168, 2.389025, -6.253783], [0.350456, 3.376012, -4.723994], [0.373186, 1.651915, -4.566880], [2.779489, 1.232444, -5.150154], [3.033584, 2.849095, -5.355634], [3.971875, 3.967920, -3.626909], [3.854491, 3.274113, -2.066310]], "forces_ev_per_angstrom": [[-11.1, 8.9, 3.6], [2.2, 0.5, -1.3], [1.2, -0.3, 0.9], [-0.7, -0.7, -0.7], [9.4, -10.8, -6.1], [0.6, 1.1, -2.2], [-3.4, 0.2, -4.6], [1.7, -1.5, -0.4], [0.4, 0.4, 3.1], [-2.8, -8.1, -8.5], [4.1, 13.9, 7.8], [1.1, 1.1, 7.7], [-1.3, -3.5, -2.5], [0.1, 0.1, -2.5], [2.6, -1.0, 0.0], [0.2, 1.5, 4.7], [-2.8, -3.1, -5.5], [-4.1, 0.9, -2.1], [3.0, -1.4, 1.5], [-7.6, 6.4, -2.6], [7.7, -6.8, -1.0], [-3.8, -2.1, 5.5], [-3.1, 0.9, -4.7], [-0.6, 1.1, 0.3], [5.2, 0.9, 7.3], [5.6, 1.1, 1.9], [-2.7, 0.1, -5.0], [0.3, 0.1, 0.6], [-7.1, -7.9, 9.6], [-6.3, -0.7, -3.7], [10.2, 4.8, 1.7], [2.2, -2.2, 0.6], [8.0, 3.7, -1.7], [-6.5, -2.8, 1.0], [-3.5, -3.0, 2.7], [3.5, 2.2, 0.2], [1.2, 0.2, 0.0], [-4.6, 1.5, -4.8], [14.1, -11.4, -6.8], [-0.1, 0.2, 1.6], [-0.6, 0.9, -0.5], [-12.0, 9.1, 9.1], [-3.0, -0.6, 0.4], [-1.6, -0.9, -0.3], [2.6, -1.0, 0.2], [2.7, 6.7, -7.9], [0.3, 0.4, -0.3], [-0.8, -1.4, -2.0], [0.2, 0.6, 0.5], [-7.0, -5.7, 8.1], [2.2, 0.2, 1.0], [-0.7, -0.2, 0.0], [1.1, -0.6, -0.8], [-0.1, 0.0, -0.8], [-0.5, 0.1, -0.9], [5.6, 6.3, -4.2], [-1.0, 0.5, 1.3], [0.1, 0.8, 1.3]]}

{"formula": "C23H30FN9O4PtS2", "method": "the ωB97M-V functional and the def2-TZVPD basis", "fmax_ev_per_a": 0.23, "total_charge": 2, "de_lowest_kcal_mol": 0.32, "e_tot_ha": -2703.40060, "e_homo_ev": -13.5798, "spin_multiplicity": 1, "elements": ["Pt", "C", "N", "C", "C", "C", "N", "C", "O", "N", "H", "H", "H", "H", "H", "H", "H", "O", "C", "O", "C", "C", "C", "C", "S", "C", "C", "H", "H", "H", "H", "H", "C", "O", "H", "H", "H", "H", "F", "C", "C", "C", "C", "C", "C", "C", "H", "H", "H", "H", "H", "H", "N", "C", "N", "N", "C", "N", "H", "H", "H", "H", "N", "C", "N", "S", "H", "H", "H", "H"], "positions_angstrom": [[0.131284, -0.003033, -0.084874], [-1.827428, 2.900592, 4.086948], [-2.082681, 2.493797, 2.700784], [-3.147676, 2.948411, 2.010314], [-3.354528, 2.589503, 0.729487], [-2.390991, 1.748434, 0.111237], [-1.368108, 1.228042, 0.809135], [-1.176343, 1.605915, 2.140294], [-0.255434, 1.189853, 2.811623], [-2.542294, 1.463597, -1.180964], [-2.599076, 3.604577, 4.383814], [-0.849857, 3.370438, 4.155533], [-1.844360, 2.031213, 4.739339], [-3.811822, 3.617062, 2.540503], [-4.195153, 2.964843, 0.168100], [-3.231454, 1.964993, -1.713449], [-1.890232, 0.879249, -1.673952], [7.486757, 1.346135, -3.040318], [7.060339, 0.798929, -1.893395], [7.713443, -0.017962, -1.310037], [5.699697, 1.194970, -1.395386], [5.528089, 1.320901, -0.019128], [4.262532, 1.511609, 0.502607], [3.153064, 1.528268, -0.343166], [1.543982, 1.709609, 0.390320], [3.333792, 1.472775, -1.721182], [4.608065, 1.314430, -2.246930], [6.927638, 2.084392, -3.313184], [6.392824, 1.249557, 0.627605], [4.121463, 1.617905, 1.571859], [2.476759, 1.527468, -2.379264], [4.734334, 1.233324, -3.320211], [-1.514856, 5.323044, -0.594501], [-0.870475, 4.115735, -0.185375], [-1.603866, 5.381896, -1.681452], [-0.987512, 6.205885, -0.231477], [-2.512640, 5.319802, -0.159472], [0.068543, 4.185486, -0.391392], [-4.387623, -4.935160, 1.098271], [-3.336337, -4.118471, 1.204298], [-2.115844, -4.540092, 0.700745], [-1.044181, -3.674009, 0.784144], [-1.185050, -2.410079, 1.368394], [-0.038491, -1.524205, 1.496078], [-2.430440, -2.028892, 1.876714], [-3.518550, -2.879865, 1.798315], [-2.026564, -5.526927, 0.267519], [-0.079787, -3.974367, 0.391289], [0.911843, -2.038926, 1.410765], [-0.072251, -0.820474, 2.321264], [-2.540814, -1.060271, 2.349508], [-4.485572, -2.617901, 2.206230], [-4.202093, -3.089727, -1.745597], [-3.296634, -3.395891, -2.680936], [-3.604299, -4.275682, -3.628028], [-2.081815, -2.850794, -2.737829], [-1.674787, -1.988427, -1.883528], [-1.264132, -1.170188, -1.163876], [-5.079378, -3.579486, -1.684721], [-3.934205, -2.523306, -0.956848], [-4.504017, -4.720241, -3.683536], [-2.924869, -4.462272, -4.346495], [4.123827, -2.126982, -0.831814], [3.095816, -1.554744, -0.223744], [3.186260, -1.241516, 1.060409], [1.660607, -1.360826, -1.169439], [5.008001, -2.277930, -0.368508], [4.073301, -2.343107, -1.814091], [4.075740, -1.306665, 1.532858], [2.506492, -0.604222, 1.451772]], "forces_ev_per_angstrom": [[0.0, -0.2, 0.0], [0.0, 0.0, 0.0], [0.0, 0.0, 0.0], [0.0, 0.0, 0.0], [0.0, 0.0, 0.0], [-0.1, 0.0, -0.1], [0.0, 0.0, 0.0], [0.1, 0.0, -0.1], [0.0, -0.1, 0.0], [0.0, 0.0, 0.0], [0.0, 0.0, 0.0], [0.0, 0.0, 0.0], [0.0, 0.0, 0.0], [0.0, 0.0, 0.0], [0.0, 0.0, 0.0], [0.0, 0.0, 0.0], [0.0, 0.0, 0.0], [0.0, 0.0, 0.0], [0.0, 0.0, -0.1], [0.0, 0.0, 0.0], [0.0, 0.0, 0.1], [0.0, 0.0, 0.0], [0.0, 0.0, 0.0], [-0.1, 0.0, -0.1], [0.0, 0.0, 0.2], [0.0, 0.0, 0.0], [0.0, 0.0, 0.0], [0.0, 0.0, 0.0], [0.0, 0.0, 0.0], [0.0, 0.0, 0.0], [0.0, 0.0, 0.0], [0.0, 0.0, 0.0], [0.0, 0.0, 0.0], [0.1, 0.1, 0.0], [0.0, 0.0, 0.0], [0.0, 0.0, 0.0], [0.0, 0.0, 0.0], [-0.1, 0.0, 0.0], [0.0, 0.0, 0.0], [0.0, 0.0, 0.0], [0.0, 0.0, 0.0], [0.0, 0.0, 0.0], [-0.1, 0.0, 0.1], [0.2, 0.1, 0.0], [0.0, 0.0, 0.0], [0.0, 0.0, 0.0], [0.0, 0.0, 0.0], [0.0, 0.0, 0.0], [-0.1, 0.0, 0.0], [0.0, 0.1, 0.0], [0.0, 0.0, 0.0], [0.0, 0.0, 0.0], [0.0, 0.0, 0.0], [0.0, 0.0, 0.0], [0.0, 0.0, 0.0], [0.1, -0.1, 0.0], [-0.2, 0.2, 0.0], [0.1, 0.0, 0.0], [0.0, 0.0, 0.0], [0.0, 0.0, 0.0], [0.0, 0.0, 0.0], [0.0, 0.0, 0.0], [0.0, 0.0, 0.0], [0.0, 0.0, -0.1], [0.0, 0.0, 0.0], [0.0, 0.0, 0.0], [0.0, 0.0, 0.0], [0.0, 0.0, 0.0], [0.0, 0.0, 0.0], [0.0, 0.0, 0.0]]}